Computed, not measured: an isolated molecule of C4H10O at a distorted geometry, with ωB97M-V/def2-TZVPD.

Its energy above the lowest of the compared OMol25 structures with the same formula, charge and spin is 39.4 kcal/mol. As for the SMILES: CCCOC. For the energy, the calculation gives -6356.0946 eV. The value obtained for the strongest force on any atom is 0.064 Eh/bohr. The value obtained for the molar mass is 74.1 g mol⁻¹. The HOMO-LUMO gap comes out at 0.4052 hartree. The lowest unoccupied orbital energy comes out at 0.04289 Eh.

CARTESIAN COORDINATES (ANGSTROEM)
H (2.751, 0.547, -0.769)
H (-1.192, -1.437, -0.014)
C (0.271, 0.154, -0.101)
H (2.264, -0.053, 0.887)
O (1.154, -0.760, -0.647)
H (-3.172, 0.060, 0.420)
C (-2.150, 0.440, 0.511)
H (-1.473, -0.368, -1.365)
H (-1.859, 0.415, 1.565)
H (3.091, -1.215, -0.571)
H (-2.149, 1.485, 0.180)
H (0.399, 1.155, -0.550)
H (0.796, 0.339, 1.025)
C (-1.162, -0.378, -0.302)
C (2.430, -0.383, -0.268)

Computed, not measured: a structure of composition C4H10O, with ωB97M-V/def2-TZVPD.

Its energy above the lowest of the compared OMol25 structures with the same formula, charge and spin is 100.4 kcal/mol. For the energy, the calculation gives -6353.4475 eV. The value obtained for the strongest force on any atom is 0.008 Eh/bohr. The value obtained for the molar mass is 74.1 g mol⁻¹. The HOMO-LUMO gap comes out at 0.3009 hartree. The lowest unoccupied orbital energy comes out at 0.02527 Eh.

CARTESIAN COORDINATES (ANGSTROEM)
H (0.613, 1.550, -0.220)
H (-0.119, -2.056, 0.125)
C (-0.377, 1.151, -0.486)
H (-0.701, 1.767, -1.343)
C (-1.357, 1.343, 0.675)
H (2.095, -2.237, 0.744)
C (1.737, -1.436, 0.090)
H (1.906, -1.657, -0.966)
H (2.236, -0.501, 0.345)
O (0.336, -1.223, 0.310)
H (-1.402, 2.386, 1.012)
H (-1.065, 0.726, 1.532)
H (-2.369, 1.043, 0.376)
H (-1.276, -0.649, -1.061)
C (-0.257, -0.206, -1.135)

Computed, not measured: a cluster of 2 separate species, C4H10O in total at a distorted geometry, with ωB97M-V/def2-TZVPD.

Its energy above the lowest of the compared OMol25 structures with the same formula, charge and spin is 27.6 kcal/mol. As for the SMILES: C=CCC.O. For the energy, the calculation gives -6356.6070 eV. The value obtained for the strongest force on any atom is 0.040 Eh/bohr. The value obtained for the molar mass is 74.1 g mol⁻¹. The HOMO-LUMO gap comes out at 0.3891 hartree. The lowest unoccupied orbital energy comes out at 0.02928 Eh.

CARTESIAN COORDINATES (ANGSTROEM)
H (-2.259, 1.676, 0.773)
H (2.211, 0.953, 0.612)
C (0.730, -0.700, 0.862)
H (-1.136, -1.705, 0.650)
C (1.620, 0.244, 0.017)
H (2.310, 0.928, -1.906)
H (1.184, -1.482, 1.501)
H (0.090, -2.201, -0.559)
H (0.998, -0.412, -1.873)
C (1.659, 0.267, -1.322)
H (-0.792, -0.655, -0.760)
C (-0.341, -1.339, -0.022)
H (-3.192, 2.667, 0.016)
O (-3.194, 1.809, 0.498)
H (0.111, -0.052, 1.512)

Computed, not measured: a cluster of 2 separate species, C4H10O in total at a distorted geometry, with ωB97M-V/def2-TZVPD.

Its energy above the lowest of the compared OMol25 structures with the same formula, charge and spin is 61.8 kcal/mol. As for the SMILES: C=O.CCC. For the energy, the calculation gives -6355.1244 eV. The value obtained for the strongest force on any atom is 0.099 Eh/bohr. The value obtained for the molar mass is 74.1 g mol⁻¹. The HOMO-LUMO gap comes out at 0.4076 hartree. The lowest unoccupied orbital energy comes out at 0.02875 Eh.

CARTESIAN COORDINATES (ANGSTROEM)
H (-1.417, 1.631, -1.498)
C (-0.775, 1.085, -0.826)
H (-1.987, -0.544, -0.288)
C (2.228, -1.526, 0.887)
C (-0.539, 1.284, 0.675)
H (-0.453, -1.192, -0.569)
H (1.902, -2.387, 0.465)
H (2.134, -1.520, 2.032)
H (0.143, 1.116, -1.499)
H (-1.146, -0.974, -1.811)
H (0.535, 1.126, 0.982)
H (-0.720, 2.360, 0.932)
C (-1.178, -0.496, -0.913)
O (2.528, -0.558, 0.261)
H (-1.255, 0.593, 1.172)

Computed, not measured: an isolated molecule of C4H10O, with ωB97M-V/def2-TZVPD.

Its energy above the lowest of the compared OMol25 structures with the same formula, charge and spin is 7.8 kcal/mol. As for the SMILES: CC[C@@H](C)O. For the energy, the calculation gives -6357.4635 eV. The value obtained for the strongest force on any atom is 0.007 Eh/bohr. The value obtained for the molar mass is 74.1 g mol⁻¹. The HOMO-LUMO gap comes out at 0.4059 hartree. The lowest unoccupied orbital energy comes out at 0.03519 Eh.

CARTESIAN COORDINATES (ANGSTROEM)
H (-0.773, -1.231, -1.280)
O (-1.415, -0.441, 0.509)
H (0.278, -2.568, 0.547)
H (1.520, -1.809, -0.461)
H (-0.070, 1.817, 0.934)
C (-0.237, 1.885, -0.144)
C (-0.358, -0.706, -0.404)
H (-1.755, -1.295, 0.803)
H (0.086, 0.764, -1.947)
H (1.341, 0.550, -0.740)
H (0.298, 2.762, -0.520)
C (0.700, -1.603, 0.238)
H (1.127, -1.117, 1.124)
H (-1.306, 2.046, -0.300)
C (0.257, 0.635, -0.871)

Computed, not measured: a cluster of 2 separate species, C4H10O in total at a distorted geometry, with ωB97M-V/def2-TZVPD.

Its net charge is +1. Its energy above the lowest of the compared OMol25 structures with the same formula, charge and spin is 21.5 kcal/mol. Its spin multiplicity is 2. For the energy, the calculation gives -6347.3939 eV. The value obtained for the strongest force on any atom is 0.023 Eh/bohr. The value obtained for the molar mass is 74.1 g mol⁻¹. The HOMO-LUMO gap (alpha / beta) comes out at 0.3633 / 0.2312 hartree. The lowest unoccupied orbital energy (alpha / beta) comes out at -0.19912 / -0.33095 Eh.

CARTESIAN COORDINATES (ANGSTROEM)
H (2.771, -0.550, 0.612)
H (0.568, 1.149, 0.294)
H (-1.472, -0.090, -1.292)
C (0.732, -0.817, -0.102)
C (0.513, 0.507, -0.606)
H (2.160, -2.253, 0.796)
H (-2.269, 0.809, 1.621)
H (1.328, 0.865, -1.244)
C (1.945, -1.241, 0.468)
C (-0.806, 0.744, -1.329)
H (-1.291, -0.054, 2.377)
H (-0.612, 0.969, -2.385)
O (-2.120, -0.103, 1.885)
H (-1.375, 1.618, -1.012)
H (-0.073, -1.553, -0.083)

Computed, not measured: a cluster of 2 separate species, C4H10O2 in total at a distorted geometry, with ωB97M-V/def2-TZVPD.

Its net charge is -1. Its energy above the lowest of the compared OMol25 structures with the same formula, charge and spin is 54.5 kcal/mol. Its spin multiplicity is 2. For the energy, the calculation gives -8401.9202 eV. The value obtained for the strongest force on any atom is 0.094 Eh/bohr. The value obtained for the molar mass is 90.1 g mol⁻¹. The HOMO-LUMO gap (alpha / beta) comes out at 0.2248 / 0.2210 hartree. The lowest unoccupied orbital energy (alpha / beta) comes out at 0.14267 / 0.13907 Eh.

CARTESIAN COORDINATES (ANGSTROEM)
H (3.810, -0.147, -1.066)
O (1.016, -1.455, 1.438)
C (-2.493, 1.294, 0.092)
C (-2.412, -0.188, -0.043)
H (3.455, -0.512, 0.648)
H (-2.322, -0.633, -1.037)
C (0.795, -0.935, 0.124)
H (0.612, 0.161, 0.300)
H (-2.747, -0.826, 0.778)
O (1.968, -0.942, -0.748)
H (-2.432, 1.609, 1.144)
H (2.690, 0.899, -0.132)
H (-1.680, 1.794, -0.456)
H (0.159, -1.667, -0.433)
H (-3.445, 1.691, -0.310)
C (3.025, -0.143, -0.298)

Computed, not measured: a cluster of 2 separate species, C4H10O2 in total at a distorted geometry, with ωB97M-V/def2-TZVPD.

Its energy above the lowest of the compared OMol25 structures with the same formula, charge and spin is 34.9 kcal/mol. As for the SMILES: CC=O.CCO. For the energy, the calculation gives -8404.0353 eV. The value obtained for the strongest force on any atom is 0.047 Eh/bohr. The value obtained for the molar mass is 90.1 g mol⁻¹. The HOMO-LUMO gap comes out at 0.3904 hartree. The lowest unoccupied orbital energy comes out at 0.02773 Eh.

CARTESIAN COORDINATES (ANGSTROEM)
H (-1.990, -0.176, -2.230)
H (2.636, 1.327, -0.220)
H (2.577, -0.347, -0.577)
C (-2.525, -0.183, -1.270)
C (-2.191, -1.476, -0.542)
C (2.550, 0.348, 0.263)
H (3.361, 0.167, 0.959)
H (1.259, -0.490, 1.740)
C (1.218, 0.317, 1.005)
H (-2.030, 0.592, -0.687)
O (-2.986, -2.328, -0.345)
H (1.413, 2.217, 1.435)
H (-3.577, -0.175, -1.531)
H (0.365, 0.223, 0.340)
O (1.061, 1.452, 1.868)
H (-1.142, -1.466, -0.207)

Computed, not measured: a cluster of 3 separate species, C4H10O2 in total, with ωB97M-V/def2-TZVPD.

Its energy above the lowest of the compared OMol25 structures with the same formula, charge and spin is 58.9 kcal/mol. As for the SMILES: C=C(C)O.[H][H].C=O. For the energy, the calculation gives -8402.9940 eV. The value obtained for the strongest force on any atom is 0.011 Eh/bohr. The value obtained for the molar mass is 90.1 g mol⁻¹. The HOMO-LUMO gap comes out at 0.3377 hartree. The lowest unoccupied orbital energy comes out at 0.01725 Eh.

CARTESIAN COORDINATES (ANGSTROEM)
H (1.474, 0.979, -0.258)
H (-0.365, -2.588, -0.650)
C (0.536, -0.639, -0.660)
H (-1.175, 2.955, 1.208)
C (-0.244, 2.402, 0.994)
O (1.554, 0.029, -0.052)
H (-1.144, -0.671, -1.922)
C (0.543, -2.093, -0.296)
H (0.616, -2.213, 0.790)
H (0.048, 1.609, 1.704)
H (-1.605, -0.399, 1.905)
H (-0.308, 0.979, -1.746)
H (1.411, -2.591, -0.741)
C (-0.356, -0.073, -1.481)
H (-1.408, -0.339, 1.189)
O (0.422, 2.653, 0.016)

Computed, not measured: a cluster of 2 separate species, C4H10O2 in total, with ωB97M-V/def2-TZVPD.

Its energy above the lowest of the compared OMol25 structures with the same formula, charge and spin is 58.5 kcal/mol. As for the SMILES: C=C(O)COC.[H][H]. For the energy, the calculation gives -8403.0082 eV. The value obtained for the strongest force on any atom is 0.007 Eh/bohr. The value obtained for the molar mass is 90.1 g mol⁻¹. The HOMO-LUMO gap comes out at 0.3484 hartree. The lowest unoccupied orbital energy comes out at 0.03250 Eh.

CARTESIAN COORDINATES (ANGSTROEM)
C (0.090, 0.512, -0.265)
H (2.529, -1.924, -0.858)
C (1.087, -0.617, -0.055)
H (-2.299, 1.667, 0.111)
H (-0.445, -2.337, -0.956)
H (-1.071, -2.446, -0.570)
O (-0.671, 0.655, 0.912)
H (-2.004, 1.842, 1.865)
C (-1.526, 1.774, 0.886)
H (-0.564, 0.287, -1.122)
H (1.758, -0.708, -2.044)
O (1.145, -1.101, 1.205)
H (-0.959, 2.697, 0.694)
H (0.459, -0.642, 1.718)
H (0.629, 1.447, -0.483)
C (1.841, -1.105, -1.038)